The following is a quantum chemistry calculation of a gas-phase ion, C19H42N (charge +1), from the OMol25 dataset.

* structure (SMILES): CCCCCCCCCCCCCCCC[N+](C)(C)C
* HOMO-LUMO gap: 9.3 eV
* LUMO: -2.60 eV
* total charge: +1
* HOMO: -11.85 eV
* energy above the lowest of the compared OMol25 structures with the same formula, charge and spin: 3.5 kcal per mole

Atoms and positions in Å:
C 8.72 -5.46 0.27
H 9.79 -5.53 0.08
C 8.21 -4.09 -0.16
C 6.69 -3.95 -0.03
C 6.20 -3.93 1.42
C 4.68 -3.81 1.54
C 4.15 -2.44 1.12
C 2.64 -2.33 1.35
C 2.10 -0.96 0.93
C 0.59 -0.85 1.14
C 0.06 0.52 0.74
C -1.45 0.62 0.95
C -2.02 2.01 0.64
C -2.03 2.35 -0.85
C -3.10 1.60 -1.66
H -3.44 0.73 -1.09
H -2.66 1.23 -2.58
C -4.31 2.46 -2.05
C -5.09 2.88 -0.80
H -5.41 1.98 -0.27
H -4.43 3.44 -0.14
N -6.31 3.72 -1.03
C -6.92 4.00 0.28
H -7.81 4.62 0.16
H -6.21 4.53 0.92
H -7.21 3.07 0.77
C -5.95 4.99 -1.67
H -5.20 5.51 -1.09
H -5.56 4.82 -2.67
H -6.83 5.63 -1.75
C -7.29 3.00 -1.87
H -6.90 2.85 -2.87
H -8.21 3.59 -1.94
H -7.52 2.04 -1.43
H -4.94 1.88 -2.72
H -3.94 3.34 -2.59
H -2.17 3.43 -0.97
H -1.05 2.12 -1.26
H -1.40 2.75 1.16
H -3.03 2.07 1.05
H -1.67 0.38 1.99
H -1.95 -0.13 0.32
H 0.56 1.29 1.33
H 0.31 0.69 -0.31
H 0.37 -1.03 2.20
H 0.09 -1.63 0.56
H 2.33 -0.79 -0.13
H 2.61 -0.19 1.50
H 2.42 -2.50 2.40
H 2.13 -3.11 0.78
H 4.36 -2.27 0.07
H 4.66 -1.66 1.70
H 4.21 -4.58 0.94
H 4.40 -3.99 2.58
H 6.68 -3.10 1.94
H 6.51 -4.86 1.91
H 6.39 -3.03 -0.52
H 6.21 -4.78 -0.56
H 8.49 -3.92 -1.20
H 8.69 -3.32 0.45
H 8.55 -5.64 1.33
H 8.23 -6.25 -0.30

Results of the Löwdin charge analysis, in e, for atoms 1 through 4: C -0.115; H 0.068; C -0.271; C -0.231

The following is a quantum chemistry calculation of a molecular structure, C19H42NO2P3Pb, from the OMol25 dataset.

* HOMO-LUMO gap (alpha / beta): 5.0 / 4.4 eV
* LUMO (alpha / beta): -14.75 / -14.79 eV
* total charge: +4
* HOMO (alpha / beta): -19.74 / -19.16 eV
* energy above the lowest of the compared OMol25 structures with the same formula, charge and spin: 13.5 kcal per mole

Atoms and positions in Å:
Pb -3.20 1.11 -3.53
P 0.08 -1.09 2.80
P -2.65 1.53 -0.21
P 3.08 -1.22 -0.04
H -2.06 3.60 -3.44
C -1.64 2.64 -3.77
C -1.95 2.10 -5.08
H -2.60 2.65 -5.78
C 0.77 0.22 3.89
C -1.65 -1.09 3.45
C 0.69 -2.58 3.74
C -3.67 2.97 -0.76
C -3.97 0.60 0.67
C -1.86 2.32 1.26
C 4.06 -1.40 -1.53
C 2.99 -2.82 0.78
C 3.93 -0.08 1.07
H -0.72 2.34 -3.26
H -1.23 1.41 -5.55
H 0.88 -0.15 4.91
H 0.11 1.10 3.87
H 1.75 0.52 3.50
H -1.67 -1.51 4.47
H -2.27 -1.69 2.78
H -2.04 -0.06 3.46
H 0.91 -2.30 4.78
H 1.60 -2.96 3.25
H -0.07 -3.37 3.72
H -3.97 3.56 0.12
H -4.56 2.63 -1.32
H -3.05 3.57 -1.43
H -4.45 1.22 1.44
H -3.52 -0.30 1.12
H -4.72 0.27 -0.06
H -2.60 2.93 1.79
H -1.04 2.96 0.91
H -1.44 1.56 1.93
H 4.76 -2.23 -1.37
H 4.61 -0.46 -1.71
H 3.41 -1.60 -2.39
H 3.58 -3.53 0.20
H 1.94 -3.15 0.83
H 3.41 -2.74 1.80
H 5.01 -0.19 0.90
H 3.70 -0.33 2.11
H 3.64 0.95 0.85
C 1.52 1.62 -1.39
C 1.95 2.92 -0.93
C 2.79 3.70 -1.71
C 3.18 3.29 -3.00
C 2.74 2.05 -3.49
C 1.90 1.25 -2.73
O 0.88 0.80 -0.62
H 1.79 -0.74 -0.38
H 1.63 3.24 0.07
H 3.12 4.66 -1.30
H 3.83 3.91 -3.62
H 3.09 1.70 -4.46
H 1.51 0.32 -3.13
C -3.37 -4.17 -0.46
C -2.31 -3.51 0.38
N -1.37 -4.36 0.87
O -2.28 -2.29 0.61
H -4.14 -4.65 0.17
H -2.93 -4.93 -1.13
H -3.85 -3.39 -1.06
H -0.62 -3.99 1.44
H -1.41 -5.35 0.68

Results of the Löwdin charge analysis, in e, for atoms 1 through 4: Pb 1.511; P 1.061; P 0.835; P 0.900